19
Properties=species:S:1:pos:R:3:forces:R:3:lowdin_charge:R:1 method="wB97M-V/def2-TZVPD" e_lumo_ev=0.9 homo_lumo_gap_ev=9.183 relative_energy_ev=5.591 molar_mass_g_mol=113.160 e_tot_ha=-365.02598
C -0.20130 -1.03938 0.02611 -0.21 0.86 2.76 -0.175
C 1.30921 -1.40082 -0.03433 0.97 -0.75 -0.70 -0.164
C 1.22866 1.16622 0.25787 -0.25 3.40 1.23 -0.267
C -0.27972 1.62228 0.03727 -0.99 0.79 -0.91 -0.103
C -1.55956 1.17140 -0.15055 0.57 1.37 -0.50 -0.216
C -1.75439 -1.33941 0.14519 2.58 1.10 1.15 -0.089
H -0.30035 -0.35291 -0.78779 0.59 -0.16 -0.73 0.082
H -0.15814 -0.37499 0.93375 -0.01 -0.57 -0.84 0.102
H 1.87518 -1.95546 0.83964 -1.68 1.13 -1.41 0.126
H 1.54041 -2.00516 -0.98886 -0.14 0.94 1.43 0.114
H 2.32936 0.03272 -1.14900 -0.49 0.55 0.31 0.100
H 1.38713 1.23532 1.37988 -0.19 -0.17 -1.02 0.119
H 1.71499 2.17635 -0.11523 -0.20 -2.44 0.50 0.137
H -0.34869 2.73095 -0.08241 0.40 -0.87 0.10 0.087
H -2.36257 1.85818 -0.52948 1.23 0.08 0.82 0.137
H -2.00258 -2.04982 -0.62582 -1.10 0.02 -0.03 0.105
H -2.10170 -1.50388 1.20228 0.28 -0.61 -1.30 0.133
N 1.91909 0.00653 -0.21927 -0.02 -2.18 -0.63 -0.104
O -2.23507 0.02186 -0.13926 -1.34 -2.49 -0.22 -0.123

19
Properties=species:S:1:pos:R:3:forces:R:3:lowdin_charge:R:1 method="wB97M-V/def2-TZVPD" e_lumo_ev=0.7 homo_lumo_gap_ev=9.534 relative_energy_ev=2.445 molar_mass_g_mol=113.160 e_tot_ha=-365.14160
C -1.70861 0.84525 -0.97099 0.16 -0.03 0.26 -0.033
C -0.54121 0.38684 -0.09415 1.01 -0.71 -1.24 -0.598
C -0.83384 -0.93171 0.58555 -0.17 0.19 0.10 -0.138
C -0.74769 -1.10829 1.89598 0.04 0.01 -0.07 0.026
O -0.07953 1.35054 0.71136 1.48 0.17 0.47 -0.120
H -1.16610 -1.73444 -0.06390 0.02 -0.11 -0.03 0.106
H -1.43958 1.76099 -1.49336 0.03 0.02 -0.02 0.083
H -1.99931 0.08239 -1.69285 0.00 -0.04 -0.01 0.080
H -2.55803 1.05604 -0.32084 -0.04 0.01 -0.01 0.088
H -0.46018 -0.28643 2.53770 0.05 0.06 -0.01 0.061
H -0.97277 -2.05721 2.36216 -0.03 -0.06 -0.02 0.051
N 2.25471 0.56567 0.45410 0.05 -0.34 -0.46 0.105
C 1.89100 -0.29592 -0.44472 0.04 0.08 1.09 -0.181
C 0.74534 0.02011 -1.26056 -1.23 0.57 0.56 -0.076
H 2.92533 0.24191 1.14183 0.02 -0.13 -0.12 0.095
H 1.14803 1.19349 0.78070 -1.71 0.18 -0.31 0.107
H 2.27675 -1.31697 -0.43468 0.21 0.13 -0.07 0.127
H 0.44524 -0.76253 -1.94983 0.03 0.00 -0.02 0.102
H 0.82047 0.99029 -1.74349 0.05 -0.01 -0.09 0.114

19
Properties=species:S:1:pos:R:3:forces:R:3:lowdin_charge:R:1 method="wB97M-V/def2-TZVPD" e_lumo_ev=0.7 smiles=Cc1cc[nH]c1C.O homo_lumo_gap_ev=8.655 relative_energy_ev=0.793 molar_mass_g_mol=113.160 e_tot_ha=-365.20233
C -0.98413 -1.11861 -1.33649 -0.64 0.48 0.50 -0.053
C -1.55900 -1.44002 -0.12223 0.55 0.17 -0.56 -0.125
N -1.24073 -0.43130 0.75663 -0.39 -0.76 0.19 0.048
C -0.51661 0.51393 0.11346 1.28 1.42 -0.40 -0.313
C -0.32441 0.15076 -1.19523 -0.85 -1.56 0.74 -0.272
C 0.28309 0.93166 -2.27832 0.67 0.07 -0.88 -0.061
C 0.01372 1.77396 0.74198 -1.63 -0.06 1.06 -0.026
H -1.21827 -1.61655 -2.26012 0.33 -0.25 -0.13 0.094
H -2.12611 -2.30926 0.16035 -0.09 0.09 0.13 0.099
H -1.51478 -0.41347 1.72520 0.11 0.10 -0.12 0.150
H 0.18730 0.37409 -3.21789 -0.63 0.44 -0.02 0.078
H -0.16396 1.92804 -2.29968 0.06 -0.05 -0.48 0.081
H 1.36863 1.05069 -2.27203 0.11 0.15 0.72 0.076
H -0.42378 2.66012 0.27558 0.58 -0.01 -0.59 0.079
H 1.09248 1.82122 0.84411 0.09 0.13 -0.22 0.073
H -0.44349 1.90246 1.73665 0.45 -0.36 0.10 0.075
H 2.37127 -0.27141 2.04063 0.46 0.13 0.08 0.024
H 2.75577 -1.54622 2.69066 0.26 -0.24 0.17 0.032
O 3.12379 -0.67819 2.50204 -0.75 0.11 -0.29 -0.060

19
Properties=species:S:1:pos:R:3:forces:R:3:lowdin_spin:R:1 method="wB97M-V/def2-TZVPD" e_lumo_ev="-3.3 / -7.9" homo_lumo_gap_ev="11.289 / 6.688" relative_energy_ev=1.721 charge=+1 molar_mass_g_mol=113.160 multiplicity=2 e_tot_ha=-364.86591 s2=0.75
C 0.60402 -1.87460 0.86142 -1.22 -2.01 -0.93 0.076
N 0.21006 -0.84517 -0.07611 1.47 1.27 2.42 0.607
C 1.32716 -0.00481 -0.53035 0.07 0.96 -1.78 0.062
C 0.74682 1.39395 -0.67996 0.76 0.69 0.30 0.005
C -0.34602 1.43608 0.37262 -0.74 0.55 -1.23 0.017
C -0.92805 0.02593 0.31000 0.23 0.24 0.65 0.053
C -2.11256 -0.17270 -0.68221 0.82 -0.25 -0.09 0.030
O -2.85153 0.69316 -1.00325 -0.09 0.07 0.13 0.023
H 1.67376 -2.05121 0.90889 0.01 0.54 0.28 0.007
H 0.22135 -2.86222 0.52562 -0.04 0.26 -0.31 0.036
H 0.02404 -1.78395 1.77908 0.58 0.40 0.30 0.019
H 1.79165 -0.32260 -1.47164 -0.34 -0.54 0.04 0.022
H 2.16380 0.00898 0.16817 -0.32 -0.42 0.51 0.024
H 0.48657 1.71551 -1.67936 -0.82 -0.71 -0.37 0.000
H 1.50105 2.14040 -0.49565 0.56 0.12 0.57 0.001
H -1.13542 2.12197 0.09616 -0.32 0.19 -0.22 0.001
H -0.02107 1.81021 1.33911 0.27 -0.70 0.26 0.001
H -1.25334 -0.22464 1.32428 -0.29 -0.61 -0.32 0.009
H -2.10228 -1.20429 -1.06684 -0.60 -0.06 -0.19 0.006

20
Properties=species:S:1:pos:R:3:forces:R:3:lowdin_charge:R:1 method="wB97M-V/def2-TZVPD" e_lumo_ev="-0.2 / -0.2" homo_lumo_gap_ev="8.662 / 8.661" relative_energy_ev=5.243 molar_mass_g_mol=129.159 e_tot_ha=-440.29456
C 2.30649 -0.84699 -0.38791 -0.04 -1.28 3.30 -0.186
C -0.78163 -1.46791 -2.20282 0.55 -2.21 0.09 -0.260
C 0.06868 2.21030 1.34781 -2.10 -0.76 0.20 -0.089
C -0.85120 0.96371 1.54663 2.49 -1.07 -1.00 -0.183
C -1.09047 0.24498 0.19650 2.37 1.85 -0.37 -0.223
C -0.09061 -1.68362 -0.94376 3.30 1.66 2.11 -0.111
N 1.70618 -0.87293 -1.46451 -2.38 -0.61 -0.69 0.081
O -0.64848 -2.23494 -3.13179 -0.09 0.72 0.22 0.075
O -0.41997 -1.00141 0.28324 1.13 -2.27 -2.74 -0.155
H 3.35810 -0.50637 -0.16376 -0.99 -0.10 -0.84 0.081
H 1.76406 -1.30789 0.54173 1.13 1.07 -1.02 0.095
H -1.47165 -0.69412 -2.12647 -1.53 1.94 -0.82 0.094
H 1.05405 1.94531 1.12268 1.49 -0.49 -0.85 0.043
H -0.43694 2.73857 0.52997 0.64 0.47 0.26 0.078
H 0.14383 2.80375 2.24547 -0.35 0.36 0.25 0.065
H -1.75408 1.34317 1.90584 -1.53 0.07 1.07 0.078
H -0.34743 0.15167 2.16166 -0.98 1.26 -0.14 0.133
H -2.05747 -0.01606 -0.03798 -2.64 -0.01 -0.14 0.089
H -0.72273 0.94326 -0.64310 -0.13 -1.29 0.92 0.147
H 0.27126 -2.71248 -0.77946 -0.33 0.69 0.19 0.147

20
Properties=species:S:1:pos:R:3:forces:R:3:lowdin_charge:R:1 method="wB97M-V/def2-TZVPD" e_lumo_ev=0.6 homo_lumo_gap_ev=10.331 relative_energy_ev=2.914 molar_mass_g_mol=129.159 e_tot_ha=-440.38016
O 1.48085 -1.25835 -1.76750 -1.73 0.27 -0.05 0.035
C 0.36912 -0.82396 -2.01786 1.03 2.18 1.16 -0.307
N -0.37291 0.04397 -1.13358 0.63 -1.59 -1.39 0.083
C 0.08877 0.51050 0.13875 0.09 -0.28 -0.07 -0.441
C 1.42314 1.22435 0.46698 0.35 0.04 -0.10 -0.064
C 0.62865 1.15320 1.79809 0.08 0.07 0.22 -0.215
C -0.62588 1.58025 0.98855 -0.27 0.13 -0.03 -0.074
C 0.27900 -0.31529 1.43910 0.05 -0.23 0.09 -0.064
H -0.06391 -0.82996 -3.03747 -0.24 -0.46 0.41 0.130
H -1.24868 0.41571 -1.48210 0.31 -0.07 0.00 0.129
H 2.33357 0.61508 0.39894 -0.29 0.13 0.01 0.111
H 1.56344 2.22217 0.02841 -0.08 -0.24 0.12 0.111
H 0.94392 1.53339 2.77495 -0.12 -0.10 -0.32 0.131
H -0.63136 2.60191 0.58365 0.04 -0.25 0.10 0.110
H -1.60412 1.30068 1.40431 0.24 0.04 -0.07 0.110
H -0.63330 -0.73153 1.88908 0.20 0.14 -0.10 0.110
H 1.10548 -1.03860 1.44349 -0.22 0.24 -0.05 0.114
H -1.42750 -2.08125 -0.85946 -0.08 -2.59 -0.90 0.056
O -1.44499 -3.05345 -1.20406 -0.15 2.51 0.76 -0.098
H -2.16329 -3.06882 -1.85227 0.15 0.04 0.21 0.032